DFT (the ωB97M-V functional and the def2-TZVPD basis) results for a molecular structure, C40H67Cl3LaN5O3P3 at a distorted geometry.

Computed properties:
HOMO-LUMO gap (alpha / beta): 5.8 / 5.8 eV
calculated total energy: -122448.080 eV
highest occupied orbital energy (alpha / beta): -9.89 / -9.89 eV
energy relative to the best compared isomer or geometry (same formula, charge and spin): 337.37 kJ/mol

Geometry as ORCA input:
```
! wB97M-V def2-TZVPD RIJCOSX def2/J DEFGRID3
* xyz 1 1
La -1.118 -0.763 -1.838
C 3.661 -1.960 0.307
C 2.469 -2.621 1.006
C 1.692 -3.658 0.255
P 1.398 -1.292 1.693
C 2.399 -0.380 2.955
C 2.880 -1.201 4.104
C 1.721 0.921 3.524
C -0.149 -1.948 2.012
C -0.103 -3.101 2.807
C -1.228 -3.690 3.226
C -1.277 -5.124 3.778
C -2.453 -3.007 2.916
C -2.521 -1.893 2.191
C -1.384 -1.289 1.674
N -1.494 -0.291 0.824
C -2.650 0.497 0.771
C -3.568 0.257 -0.279
C -4.506 1.245 -0.573
C -4.611 2.449 0.130
C -5.500 3.529 -0.346
C -3.933 2.511 1.303
C -2.909 1.554 1.640
P -1.857 1.645 3.109
C -2.917 2.046 4.474
C -3.889 0.930 4.811
C -1.918 2.219 5.620
C -0.887 3.250 2.836
C -1.592 4.566 3.193
C -0.390 3.235 1.402
H 4.347 -2.697 -0.007
H 4.213 -1.232 0.938
H 3.378 -1.433 -0.558
H 2.871 -3.150 1.860
H 1.047 -4.086 0.973
H 2.248 -4.519 -0.206
H 1.125 -3.201 -0.531
H 3.197 0.011 2.335
H 1.973 -1.468 4.697
H 3.517 -0.601 4.756
H 3.479 -2.096 3.869
H 0.718 0.799 3.961
H 1.496 1.589 2.687
H 2.382 1.356 4.310
H 0.878 -3.327 3.119
H -0.401 -5.289 4.458
H -1.242 -5.742 2.867
H -2.209 -5.437 4.333
H -3.378 -3.464 3.152
H -3.440 -1.369 2.057
H -3.653 -0.784 -0.724
H -5.241 1.095 -1.304
H -5.568 4.316 0.481
H -6.447 3.120 -0.660
H -5.033 4.033 -1.233
H -4.095 3.346 1.953
H -3.454 2.993 4.303
H -3.387 -0.013 5.133
H -4.614 0.705 3.963
H -4.484 1.221 5.689
H -1.469 1.235 5.759
H -2.350 2.578 6.528
H -1.124 2.917 5.383
H -0.105 3.189 3.533
H -1.795 4.545 4.228
H -2.509 4.688 2.608
H -0.959 5.396 2.936
H -1.193 3.454 0.697
H 0.050 2.308 1.092
H 0.320 4.027 1.184
Cl 4.074 3.343 6.098
C 5.115 2.120 6.965
Cl 5.457 0.775 5.827
H 4.391 1.653 7.711
H 5.980 2.512 7.417
O -1.219 1.733 -1.465
H -1.464 2.164 -0.617
H -1.699 2.093 -2.201
Cl -2.924 0.099 -3.749
O 1.600 0.883 0.327
N 1.011 -0.159 0.356
C 1.800 2.788 -5.760
C 0.755 1.873 -5.181
C -0.096 2.598 -4.193
P 1.039 0.143 -4.583
C 0.845 -1.011 -6.034
C 1.198 -0.269 -7.351
C -0.552 -1.556 -6.075
C 2.783 0.005 -3.980
C 3.033 1.173 -2.985
C 3.976 -0.191 -4.997
H 1.434 3.781 -6.074
H 2.114 2.393 -6.790
H 2.693 2.923 -5.223
H 0.085 1.674 -6.072
H 0.465 2.781 -3.240
H -0.940 1.981 -3.976
H -0.503 3.587 -4.554
H 1.584 -1.821 -5.839
H 0.466 0.487 -7.558
H 1.192 -1.044 -8.150
H 2.208 0.165 -7.388
H -1.351 -0.818 -6.272
H -0.768 -2.011 -5.097
H -0.740 -2.411 -6.788
H 2.701 -0.905 -3.413
H 3.609 1.856 -3.625
H 3.587 0.766 -2.139
H 2.062 1.699 -2.794
H 3.960 0.562 -5.875
H 4.015 -1.199 -5.414
H 4.929 -0.082 -4.432
N 1.428 -4.480 -3.156
C 0.326 -3.857 -2.661
O 0.336 -2.586 -2.653
C -0.793 -4.545 -2.235
C -1.617 -3.779 -1.474
N -2.213 -2.995 -0.847
C -0.747 -5.964 -2.277
N -0.586 -7.070 -2.590
H 1.388 -5.529 -3.369
H 2.119 -3.975 -3.699
*
```

Mulliken population analysis, charges in e, atoms 1 to 99: atom 1 (La): 1.503, atom 2 (C): -1.787, atom 3 (C): 0.748, atom 4 (C): -1.169, atom 5 (P): 0.425, atom 6 (C): 0.902, atom 7 (C): -1.246, atom 8 (C): -1.097, atom 9 (C): 1.117, atom 10 (C): -1.473, atom 11 (C): 0.069, atom 12 (C): -1.623, atom 13 (C): -1.053, atom 14 (C): -0.585, atom 15 (C): 0.052, atom 16 (N): 0.719, atom 17 (C): -1.472, atom 18 (C): -0.028, atom 19 (C): -1.182, atom 20 (C): 0.344, atom 21 (C): -1.445, atom 22 (C): -0.388, atom 23 (C): -0.001, atom 24 (P): 1.599, atom 25 (C): 0.192, atom 26 (C): -1.418, atom 27 (C): -1.693, atom 28 (C): 0.315, atom 29 (C): -1.687, atom 30 (C): -1.587, atom 31 (H): 0.561, atom 32 (H): 0.363, atom 33 (H): 0.324, atom 34 (H): 0.556, atom 35 (H): 0.363, atom 36 (H): 0.498, atom 37 (H): -0.065, atom 38 (H): 0.435, atom 39 (H): 0.344, atom 40 (H): 0.026, atom 41 (H): 0.345, atom 42 (H): 0.195, atom 43 (H): 0.148, atom 44 (H): 0.200, atom 45 (H): 0.695, atom 46 (H): 0.342, atom 47 (H): 0.305, atom 48 (H): 0.373, atom 49 (H): 0.519, atom 50 (H): 0.556, atom 51 (H): 0.583, atom 52 (H): 0.572, atom 53 (H): 0.331, atom 54 (H): 0.396, atom 55 (H): 0.258, atom 56 (H): 0.352, atom 57 (H): 0.493, atom 58 (H): 0.259, atom 59 (H): 0.247, atom 60 (H): 0.484, atom 61 (H): 0.401, atom 62 (H): 0.418, atom 63 (H): 0.378, atom 64 (H): 0.943, atom 65 (H): 0.423, atom 66 (H): 0.229, atom 67 (H): 0.487, atom 68 (H): 0.593, atom 69 (H): -0.028, atom 70 (H): 0.537, atom 71 (Cl): -0.159, atom 72 (C): -0.301, atom 73 (Cl): -0.140, atom 74 (H): 0.220, atom 75 (H): 0.381, atom 76 (O): -0.182, atom 77 (H): -0.478, atom 78 (H): 0.211, atom 79 (Cl): -0.597, atom 80 (O): -0.660, atom 81 (N): 0.466, atom 82 (C): -1.498, atom 83 (C): 0.928, atom 84 (C): -1.140, atom 85 (P): 0.261, atom 86 (C): 0.514, atom 87 (C): -1.504, atom 88 (C): -1.149, atom 89 (C): 0.875, atom 90 (C): -1.382, atom 91 (C): -1.453, atom 92 (H): 0.418, atom 93 (H): 0.311, atom 94 (H): 0.220, atom 95 (H): 0.177, atom 96 (H): 0.402, atom 97 (H): -0.106, atom 98 (H): 0.376, atom 99 (H): 0.266